The following is a DFT calculation (ωB97M-V/def2-TZVPD) of a structure of composition C50H41BrCl5KN6O5.

```
109
Properties=species:S:1:pos:R:3:forces:R:3
K -0.114049 -0.074530 0.048785 -0.365 1.217 -1.673
O -0.088831 -3.024388 1.109146 -0.003 -0.025 0.081
C -1.000672 -3.128528 2.183478 -0.011 0.095 -0.050
C -1.675080 -1.735675 2.477598 -0.046 -0.075 0.054
O -2.762951 -1.731407 3.066181 0.116 -0.005 -0.005
O -1.006177 -0.751201 2.066817 -0.459 -0.537 1.076
C -0.263695 -3.615067 3.433091 -0.018 -0.007 0.016
C -0.334138 -2.965020 4.657923 -0.026 -0.007 0.012
C 0.376670 -3.446493 5.752528 0.005 -0.003 0.002
C 1.161854 -4.581218 5.633773 0.004 -0.009 0.015
C 1.239945 -5.234493 4.408543 0.003 0.002 -0.005
C 0.533887 -4.752694 3.320098 0.011 0.013 -0.007
C -2.061938 -4.129496 1.761759 -0.052 -0.023 -0.052
C -2.178885 -4.500005 0.426220 0.035 0.005 -0.001
C -3.179299 -5.375791 0.021205 -0.009 -0.007 -0.010
C -4.073147 -5.893252 0.945699 -0.010 -0.008 -0.003
C -3.957910 -5.528434 2.282989 -0.005 -0.001 0.003
C -2.961376 -4.654993 2.687252 0.014 0.009 0.004
H 0.406972 -2.189176 1.181104 0.094 -0.288 0.194
H -0.949828 -2.080055 4.763811 0.003 -0.013 -0.011
H 0.318908 -2.920638 6.698160 0.003 -0.003 -0.004
H 1.719491 -4.951573 6.486263 0.000 0.003 -0.004
H 1.861752 -6.115713 4.301161 -0.003 0.003 -0.001
H 0.606173 -5.243417 2.356876 -0.004 0.005 0.004
H -1.482432 -4.089071 -0.292570 -0.017 -0.008 0.022
H -3.255663 -5.647991 -1.025758 0.003 0.003 0.004
H -4.854435 -6.575934 0.630561 0.003 0.003 0.004
H -4.654150 -5.922991 3.014379 0.003 0.002 0.000
H -2.884499 -4.356561 3.724371 -0.002 0.000 -0.005
C -4.738181 -1.768909 -0.792522 -0.032 -0.010 -0.016
C -3.410150 -1.432858 -0.476703 -0.018 0.021 -0.022
N -2.549696 -0.975092 -1.358458 -0.063 0.061 0.200
C -2.966147 -0.794087 -2.623211 -0.004 -0.093 -0.025
C -4.274376 -1.088264 -3.040876 0.050 -0.005 0.061
C -5.168391 -1.593520 -2.078391 0.023 0.011 0.022
C -4.652552 -0.889536 -4.409231 0.003 0.017 -0.055
C -3.762846 -0.437079 -5.316221 -0.064 -0.018 -0.010
C -2.412134 -0.144420 -4.935391 0.059 0.009 0.043
C -1.450687 0.289718 -5.862955 0.018 -0.001 0.040
C -0.168956 0.523245 -5.440554 -0.024 0.003 -0.027
C 0.131034 0.329383 -4.083082 0.041 -0.022 0.035
N -0.746138 -0.062764 -3.190119 -0.005 -0.002 0.063
C -2.004845 -0.308609 -3.598429 0.002 0.030 -0.072
H -5.384355 -2.156720 -0.016555 0.007 0.003 -0.010
H -3.065768 -1.539527 0.544629 -0.003 0.006 0.004
H -6.184248 -1.836426 -2.370956 0.003 0.003 -0.001
H -5.672568 -1.117139 -4.698658 0.005 0.003 -0.004
H -4.048463 -0.292188 -6.352214 -0.006 -0.004 0.004
H -1.734975 0.426728 -6.900455 -0.003 -0.001 -0.002
H 0.603848 0.852065 -6.122867 -0.004 -0.001 -0.001
H 1.138062 0.502438 -3.717547 -0.018 0.000 0.016
Br -1.067605 -3.704613 -3.260394 -0.021 0.046 -0.004
C 0.776151 -3.256478 -2.967712 0.009 -0.031 0.006
C 1.672101 -3.612223 -3.963245 0.026 0.033 0.020
C 3.010627 -3.355493 -3.707722 -0.019 0.001 0.013
C 3.368469 -2.800064 -2.492627 0.022 -0.009 -0.009
C 2.375313 -2.463880 -1.576870 0.021 -0.005 0.020
N 1.078133 -2.674705 -1.836009 0.032 -0.014 0.019
C 2.796507 -1.830938 -0.230963 0.111 -0.004 0.018
O 3.953183 -2.104357 0.124590 -0.071 0.079 -0.061
O 1.950729 -1.082746 0.310065 0.934 -0.773 0.232
H 1.330839 -4.072956 -4.878087 -0.003 0.001 -0.010
H 3.762732 -3.608072 -4.446199 -0.001 0.001 -0.001
H 4.396229 -2.621052 -2.211058 -0.007 -0.002 -0.001
N 0.774918 1.171472 3.354873 -0.033 0.028 -0.098
C -0.050872 2.266513 3.595718 -0.031 -0.013 0.132
C 0.462185 3.565047 3.625488 0.024 -0.006 0.061
C -0.353522 4.639653 3.939307 0.034 0.013 -0.057
C -1.700241 4.450938 4.218314 -0.045 0.039 -0.027
C -2.217909 3.161141 4.175507 0.002 0.007 -0.014
C -1.409427 2.077443 3.877202 0.010 -0.018 -0.072
H 1.530502 1.356622 2.710201 0.042 -0.003 0.057
H 0.263065 0.335053 3.087710 0.016 0.063 -0.063
H 1.505776 3.732007 3.378734 -0.024 -0.015 0.001
H 0.066752 5.639689 3.936097 -0.011 -0.001 -0.021
H -2.342454 5.297830 4.430578 0.012 -0.013 0.003
H -3.274047 2.995328 4.355890 0.003 -0.001 0.001
H -1.829614 1.080388 3.802491 0.015 0.002 0.004
C 3.602796 0.905610 -1.941620 0.046 -0.031 0.074
C 4.775617 1.852231 -2.308329 0.010 -0.001 0.004
N 4.608660 3.145286 -1.642086 -0.009 0.034 0.004
C 4.450169 2.913891 -0.198146 0.005 -0.005 -0.001
C 3.175077 2.072940 0.081237 -0.096 0.009 0.094
N 2.588059 1.637296 -1.187021 -0.140 0.030 -0.219
C 2.168000 2.824551 -1.939058 0.041 -0.023 0.005
C 3.380086 3.769019 -2.150724 0.004 0.010 0.018
H 3.953404 0.082736 -1.316802 -0.008 0.009 -0.016
H 3.146557 0.467051 -2.834951 0.001 0.032 -0.001
H 4.821971 2.038424 -3.385994 0.002 -0.004 -0.002
H 5.735891 1.425120 -2.004846 -0.010 0.002 0.004
H 4.397639 3.885991 0.298201 -0.006 -0.003 -0.004
H 5.349585 2.403234 0.157689 -0.007 0.004 -0.004
H 2.417872 2.667510 0.600853 0.010 -0.002 -0.009
H 3.392827 1.182993 0.676859 -0.001 0.005 -0.021
H 1.366179 3.307898 -1.378029 -0.003 0.019 0.028
H 1.751884 2.496840 -2.896117 0.024 -0.013 -0.011
H 3.234987 4.710861 -1.619767 -0.008 0.028 0.027
H 3.532295 4.001971 -3.209734 -0.007 -0.003 0.009
Cl 1.539113 5.703821 0.747810 0.076 -0.023 -0.077
C -0.180258 5.231566 0.612261 0.030 0.024 0.085
C -0.475269 3.917579 0.351550 -0.008 -0.051 -0.050
C -1.824490 3.637135 0.334205 0.023 0.096 -0.044
Cl -2.341227 1.981906 -0.025908 -0.212 0.150 -0.034
C -2.828918 4.572799 0.566165 0.056 0.008 -0.013
Cl -4.510050 4.143800 0.554658 -0.067 -0.019 0.014
C -2.463712 5.894932 0.812277 -0.038 -0.027 0.047
Cl -3.676823 7.092355 1.128611 -0.019 0.027 -0.011
C -1.115514 6.237185 0.835927 0.016 -0.054 0.082
Cl -0.658890 7.877190 1.198674 0.012 0.016 -0.031
```
Forces are in eV/Å.

## Properties
total charge: -2
orbital gap: 6.289 eV
2S+1: 1
LUMO level: 3.5 eV

=====

The following is a DFT calculation (ωB97M-V/def2-TZVPD) of a structure of composition C50H41Cl4GeLiNO2P.

```
101
Properties=species:S:1:pos:R:3:forces:R:3
Li 1.054709 0.802460 1.289162 -0.797 0.250 -0.859
C -4.423740 4.015618 1.402814 -0.338 0.404 -0.231
C -4.384857 2.660391 1.732124 -0.343 0.762 -0.421
C -3.212314 2.046468 2.150010 -0.284 -0.339 0.713
C -2.121320 2.863648 2.470601 0.253 -0.034 -1.859
C -2.088790 4.178842 1.899587 -1.736 -1.430 0.809
C -3.246691 4.756270 1.395180 0.150 -0.778 0.822
P -0.576032 2.117879 3.052899 1.077 -0.360 -0.340
C -0.002503 3.396227 4.225019 -0.954 1.524 0.780
C 1.323982 3.410348 4.637747 0.277 -0.222 -0.373
C 1.944571 4.477613 5.339330 -1.731 -1.260 -0.582
C 1.104994 5.526609 5.663185 0.984 0.641 0.933
C -0.240476 5.510089 5.340507 0.671 0.387 0.238
C -0.802336 4.510779 4.622233 0.259 -1.691 -0.345
C -0.918253 0.585152 4.010988 -0.935 0.101 1.204
C -1.363751 0.602647 5.345835 -0.258 1.593 -0.578
C -1.646580 -0.573536 6.033563 0.287 -2.224 0.239
C -1.473749 -1.834435 5.415625 -1.018 0.920 2.011
C -1.058697 -1.907772 4.105542 0.697 3.576 -0.598
C -0.742099 -3.058431 3.483767 0.255 -2.740 -0.723
C -0.268204 -3.111048 2.211211 -0.190 -0.704 -0.340
C 0.053147 -1.953446 1.497959 -0.057 -0.724 -0.091
C -0.117714 -0.735916 2.099472 0.782 1.539 -1.482
C -0.736963 -0.665635 3.347251 -0.083 -0.985 1.610
H -5.347439 4.556490 1.117524 0.443 -0.767 0.169
H -5.301109 2.105478 1.672698 -0.195 -0.393 -0.167
H -3.216032 0.934441 2.267849 0.223 1.149 0.267
H -1.237759 4.780629 1.944488 1.442 0.632 0.168
H -3.250589 5.801343 1.153935 0.041 0.275 -0.406
H 1.811010 2.503067 4.298715 0.875 0.173 0.306
H 2.960300 4.397990 5.677755 0.289 0.147 -0.074
H 1.481482 6.365385 6.266820 -0.078 -0.337 -0.353
H -0.852625 6.298457 5.687744 -0.563 0.852 0.267
H -1.860528 4.567698 4.436683 -0.152 -0.212 -0.274
H -1.571312 1.592724 5.846581 0.407 -1.136 -0.545
H -1.924211 -0.599810 7.096851 -0.034 0.404 -0.515
H -1.699934 -2.787809 5.967898 0.278 1.074 -0.472
H -0.840346 -3.997279 4.011669 -0.294 -0.159 0.167
H -0.191726 -4.106876 1.796509 0.339 -0.031 -0.338
H 0.466615 -2.093681 0.483599 -0.140 0.334 0.494
C 0.669794 3.789751 -1.689010 -0.575 3.651 0.684
H 0.234352 4.711999 -2.157681 0.208 -1.167 0.667
H 0.524479 3.501966 -0.660684 -0.429 0.244 -0.071
Cl 4.770889 0.566935 -5.128701 -0.285 -2.207 -0.633
C 4.962072 1.948795 -4.243636 1.269 3.028 2.751
C 5.519647 3.051079 -4.931924 -1.726 0.485 0.748
C 5.459075 4.338343 -4.392529 0.629 0.421 1.383
C 5.294045 4.567267 -2.949002 -0.642 -1.471 -2.148
C 4.906472 3.444950 -2.232323 0.626 -1.171 -0.775
Cl 4.752783 3.562541 -0.492271 0.009 0.113 -0.391
C 4.752147 2.106514 -2.830230 -0.335 -0.111 0.492
N 4.501008 1.059540 -1.898430 0.607 1.130 -0.441
C 3.915539 -0.224429 -2.061839 -0.836 -0.979 -0.255
C 4.637755 -1.370166 -1.685828 1.126 1.679 -0.188
C 4.053450 -2.600013 -1.564550 -0.057 -1.491 0.174
C 2.720804 -2.765137 -1.905257 -0.289 -0.602 -0.090
C 2.049609 -1.681433 -2.501512 -0.771 -2.628 1.162
C 2.568346 -0.437619 -2.522457 1.882 2.285 -0.546
C 1.711830 0.680198 -3.045970 -1.065 -0.255 1.604
C 1.175532 1.561631 -1.926715 -1.174 2.877 -2.151
O 0.863193 2.800803 -2.568882 1.598 -4.750 1.621
O 1.017889 1.386770 -0.713414 0.785 -0.288 -0.324
H 5.816651 2.857105 -5.954877 -0.222 0.360 -0.120
H 5.526390 5.171672 -5.104210 0.519 -0.198 0.609
H 5.409010 5.527718 -2.429840 -0.212 -0.442 -0.588
H 4.869677 1.310544 -0.962271 -0.705 -0.586 -0.994
H 5.730294 -1.288892 -1.537621 -0.693 0.187 0.185
H 4.692150 -3.447787 -1.240580 -0.673 0.550 -0.118
H 2.190553 -3.733612 -1.711100 0.584 1.038 -0.444
H 1.021133 -1.888827 -2.791650 0.118 0.429 -0.131
H 0.837745 0.274012 -3.543335 -0.206 -0.478 -0.124
H 2.081828 1.393827 -3.740415 1.115 0.230 -0.660
Cl 3.841313 -0.226813 2.193192 0.233 -0.489 0.094
C 5.173871 -1.030194 3.070591 0.076 0.310 0.029
Cl 4.638173 -2.252383 4.278770 0.154 0.395 -0.689
H 5.627988 -0.218286 3.640596 0.182 -0.393 -0.151
H 5.867620 -1.478708 2.329762 -0.629 0.186 0.653
Ge -3.756147 -3.625517 -0.867246 2.086 1.085 0.734
C -3.985366 -2.562732 -2.600163 0.457 -0.506 0.681
C -2.939837 -2.423613 -3.522852 -0.655 0.075 -0.804
C -3.127803 -1.933201 -4.824994 0.732 -0.096 2.266
C -4.371427 -1.420902 -5.123477 -0.322 -0.074 -0.597
C -5.439620 -1.544187 -4.247142 -0.380 -0.298 2.116
C -5.229914 -2.052060 -2.915849 -0.160 0.168 -1.661
C -3.395656 -5.407334 -1.748707 -0.335 -1.225 0.261
C -2.331692 -6.327607 -1.452737 -0.211 0.777 -1.276
C -2.086890 -7.458030 -2.253773 -0.144 -0.435 0.490
C -2.963405 -7.771289 -3.336159 1.194 0.165 0.495
C -4.044528 -6.941836 -3.531076 -1.341 0.130 -0.324
C -4.304451 -5.823559 -2.720404 0.434 -0.541 -0.487
H -5.252450 -3.613068 -0.504650 -0.897 -0.480 -0.180
H -1.938506 -2.651660 -3.231831 0.557 -0.598 0.253
H -2.224520 -1.902744 -5.429255 -0.437 0.370 -0.399
H -4.454917 -0.854255 -6.026795 -0.515 -0.046 -0.721
H -6.470263 -1.314423 -4.526144 0.376 0.479 -0.137
H -5.975134 -2.102826 -2.099907 -0.040 0.043 -1.041
H -1.566001 -6.066805 -0.715651 -0.462 -0.029 0.048
H -1.236389 -8.115607 -1.908945 -0.933 0.627 -0.878
H -2.770431 -8.561042 -4.082178 0.006 0.212 0.753
H -4.784856 -7.184781 -4.320478 0.586 0.137 0.379
H -5.217082 -5.249688 -2.902672 0.358 -0.043 -0.032
```
Forces are in eV/Å.

## Properties
total charge: -2
orbital gap (alpha / beta): 3.113 / 3.103 eV
2S+1: 1
LUMO level (alpha / beta): 3.3 / 3.3 eV